{"formula": "C42H78N12O", "method": "ωB97M-V/def2-TZVPD", "species": ["C", "C", "C", "C", "C", "C", "O", "N", "C", "C", "C", "C", "N", "N", "N", "H", "H", "H", "H", "H", "H", "H", "H", "H", "H", "H", "H", "H", "H", "H", "H", "H", "H", "H", "H", "H", "H", "C", "C", "C", "C", "N", "H", "H", "H", "H", "H", "H", "H", "C", "C", "C", "C", "N", "H", "H", "H", "H", "H", "H", "H", "C", "C", "C", "C", "N", "H", "H", "H", "H", "H", "H", "H", "C", "C", "C", "C", "N", "H", "H", "H", "H", "H", "H", "H", "C", "C", "C", "C", "N", "H", "H", "H", "H", "H", "H", "H", "C", "C", "C", "C", "N", "H", "H", "H", "H", "H", "H", "H", "C", "C", "C", "C", "N", "H", "H", "H", "H", "H", "H", "H", "C", "C", "C", "C", "N", "H", "H", "H", "H", "H", "H", "H"], "coordinates": [[-0.22271, -1.85666, -3.33839], [-0.31278, -2.31993, -1.87555], [0.34891, -3.70263, -1.77481], [0.40212, -1.38438, -0.88666], [-0.35860, -0.13744, -0.39621], [-1.06477, -0.38999, 0.91273], [-0.56021, -0.85703, 1.90640], [-2.38860, 0.04520, 0.86561], [-2.68772, 0.64185, -0.43977], [-1.36536, 0.60809, -1.28342], [-0.99685, 2.07513, -1.51963], [0.42090, 2.47343, -2.02366], [0.21651, 3.53385, -3.02776], [1.17651, 1.32563, -2.54168], [1.13734, 3.06388, -0.88689], [-0.44334, -2.69615, -4.00616], [0.78753, -1.49550, -3.55115], [-0.93436, -1.06828, -3.58766], [-1.36929, -2.43934, -1.59139], [-0.07684, -4.41698, -2.48397], [1.40970, -3.60616, -2.04031], [0.29247, -4.10602, -0.75992], [0.61750, -1.96525, 0.01780], [1.35556, -1.08147, -1.32570], [0.41832, 0.59408, -0.13035], [-3.00719, -0.70288, 1.15160], [-3.06300, 1.66259, -0.31674], [-3.49532, 0.08428, -0.92740], [-1.64922, 0.10662, -2.20524], [-1.74267, 2.52775, -2.18319], [-1.09509, 2.56659, -0.54862], [-0.42644, 3.18688, -3.73509], [1.11055, 3.67908, -3.49353], [2.14205, 1.31206, -2.23099], [1.18103, 1.34901, -3.55500], [1.21621, 4.06472, -1.04215], [2.08923, 2.72289, -0.81469], [3.28490, -5.73680, 0.39203], [2.73469, -7.15638, 0.32701], [2.99198, -7.82551, -1.02895], [2.34390, -7.10301, -2.12220], [1.80328, -6.53504, -2.96316], [2.79980, -5.09090, -0.34141], [3.10894, -5.30533, 1.37855], [4.35647, -5.71634, 0.19976], [1.66110, -7.15913, 0.52614], [3.20163, -7.77039, 1.09992], [2.61390, -8.84890, -1.03703], [4.06331, -7.86421, -1.23604], [7.87574, -4.48510, 3.15721], [8.61517, -5.49308, 2.28696], [8.74531, -5.03675, 0.82889], [7.43923, -4.84505, 0.20034], [6.40584, -4.71382, -0.28713], [6.85185, -4.33988, 2.80971], [7.83075, -4.82821, 4.19037], [8.37722, -3.51544, 3.14730], [8.10102, -6.45542, 2.31473], [9.61945, -5.65784, 2.68030], [9.29560, -5.77098, 0.23932], [9.28966, -4.09212, 0.77120], [-0.72426, 4.18746, 4.53277], [-1.05433, 2.91023, 3.77074], [-0.70425, 2.99922, 2.28083], [-1.44687, 4.06065, 1.60636], [-2.06739, 4.88760, 1.10113], [-1.30144, 5.03212, 4.15437], [-0.95364, 4.07506, 5.59232], [0.33540, 4.43748, 4.44228], [-2.11478, 2.67573, 3.87916], [-0.50137, 2.06959, 4.19543], [-0.93096, 2.05560, 1.77895], [0.36040, 3.18898, 2.14179], [3.08917, 2.68456, 2.69331], [3.30713, 1.17804, 2.63680], [4.47153, 0.77832, 1.72125], [4.24417, 1.18872, 0.33787], [4.02459, 1.49288, -0.74902], [2.81670, 3.08514, 1.71495], [2.28439, 2.92742, 3.38762], [3.98851, 3.20183, 3.03330], [2.39650, 0.67958, 2.29708], [3.52445, 0.79781, 3.63627], [4.61263, -0.30336, 1.72448], [5.40198, 1.23697, 2.06211], [-5.62258, 4.99614, -0.50723], [-6.59446, 4.15053, 0.30701], [-6.25394, 2.65599, 0.26636], [-6.30085, 2.11962, -1.09416], [-6.31368, 1.71363, -2.17063], [-5.65484, 4.72498, -1.56375], [-5.87567, 6.05299, -0.42810], [-4.59574, 4.87346, -0.15710], [-7.61428, 4.29410, -0.05548], [-6.57888, 4.46964, 1.35029], [-6.94542, 2.07711, 0.88048], [-5.24692, 2.49062, 0.65673], [-7.72871, -1.36500, -2.83100], [-8.64524, -2.26826, -2.01665], [-8.20684, -3.73753, -2.03027], [-8.20885, -4.29886, -3.38071], [-8.22975, -4.73301, -4.44526], [-7.72618, -1.65183, -3.88364], [-8.04860, -0.32696, -2.77032], [-6.70124, -1.41099, -2.46584], [-9.66779, -2.19959, -2.39261], [-8.66636, -1.93312, -0.97771], [-8.87105, -4.34748, -1.41628], [-7.19780, -3.83669, -1.62491], [4.79280, 6.08921, -6.11488], [3.42112, 5.48019, -6.37453], [2.34913, 5.99579, -5.40711], [2.66992, 5.67853, -4.01708], [2.92433, 5.41087, -2.92819], [5.15681, 5.83076, -5.11971], [5.51927, 5.72411, -6.84021], [4.75998, 7.17766, -6.19106], [3.47767, 4.39271, -6.29833], [3.09762, 5.71122, -7.39066], [1.37570, 5.55634, -5.63254], [2.24616, 7.07948, -5.48944], [-1.64935, -0.69449, 4.92035], [-1.38335, -0.69680, 6.41984], [-2.66898, -0.74022, 7.25439], [-3.51977, 0.42201, 6.99961], [-4.17058, 1.34958, 6.80273], [-2.21935, 0.18726, 4.62186], [-0.72373, -0.69337, 4.35019], [-2.21585, -1.57852, 4.62125], [-0.81152, 0.19101, 6.69856], [-0.77547, -1.56286, 6.68822], [-2.44399, -0.76129, 8.32166], [-3.24395, -1.63816, 7.01941]], "atomic_forces_ev_per_a": [[-0.19, -0.11, 0.06], [0.14, -0.30, -0.06], [0.16, 0.19, -0.16], [-0.43, -0.17, 0.09], [0.67, 0.73, -0.17], [-0.26, 0.09, 0.03], [0.13, -0.40, 0.14], [0.25, -0.32, -0.57], [-0.43, -0.46, -0.18], [-0.78, 0.35, 0.35], [0.06, 0.06, -0.14], [-0.11, 0.17, 0.12], [0.14, -0.50, -0.16], [-0.12, -0.05, -0.11], [0.43, 0.06, 0.12], [0.08, 0.08, 0.05], [-0.10, -0.03, -0.04], [0.17, 0.05, 0.03], [0.06, 0.14, -0.01], [-0.04, 0.04, 0.16], [-0.08, -0.07, 0.08], [-0.05, -0.02, -0.08], [0.15, 0.09, -0.08], [-0.11, 0.00, 0.02], [-0.01, -0.12, 0.00], [-0.17, 0.37, 0.43], [0.17, -0.03, 0.04], [0.13, 0.01, -0.01], [0.56, -0.09, -0.03], [-0.04, -0.08, 0.13], [-0.09, 0.15, -0.24], [-0.04, 0.09, 0.04], [-0.06, 0.18, 0.14], [-0.03, 0.15, 0.00], [-0.04, -0.11, 0.11], [-0.15, -0.05, 0.05], [0.00, -0.04, -0.19], [-0.09, -0.07, 0.07], [0.02, 0.09, 0.02], [0.02, 0.01, 0.09], [-0.20, 0.12, -0.24], [0.15, -0.13, 0.15], [0.01, -0.01, -0.02], [0.00, 0.01, 0.00], [-0.07, 0.01, -0.01], [-0.01, -0.01, -0.01], [0.00, -0.04, -0.03], [0.03, -0.01, -0.01], [0.00, 0.00, 0.00], [0.00, -0.02, 0.00], [-0.04, 0.04, 0.06], [0.02, -0.02, 0.09], [-0.26, 0.01, -0.20], [0.35, 0.03, 0.12], [0.00, 0.01, -0.02], [0.00, 0.01, 0.00], [0.00, 0.00, 0.00], [0.01, -0.01, -0.01], [0.02, -0.01, -0.04], [0.02, 0.02, -0.01], [0.01, 0.00, -0.01], [-0.02, -0.03, 0.01], [0.03, 0.08, 0.04], [0.05, -0.14, 0.10], [-0.24, 0.20, -0.15], [0.11, -0.19, 0.11], [0.01, 0.01, -0.02], [-0.01, 0.00, 0.01], [0.01, 0.01, -0.01], [-0.01, -0.02, 0.00], [0.00, -0.03, -0.06], [0.00, 0.08, 0.04], [0.00, 0.02, -0.08], [0.01, -0.02, 0.00], [-0.07, 0.07, -0.02], [-0.02, 0.00, 0.10], [-0.11, -0.01, -0.31], [0.05, -0.07, 0.23], [0.00, -0.01, -0.01], [0.01, 0.01, 0.02], [0.01, 0.01, 0.00], [0.00, -0.03, 0.00], [0.02, -0.04, -0.01], [0.02, 0.00, 0.00], [0.01, 0.00, 0.00], [0.01, -0.02, 0.00], [0.05, 0.09, -0.05], [-0.03, 0.06, 0.04], [0.12, -0.12, -0.27], [-0.03, 0.09, 0.26], [-0.01, -0.02, 0.00], [0.00, 0.01, 0.00], [-0.01, 0.00, 0.03], [-0.01, -0.02, 0.01], [0.00, -0.05, 0.02], [0.01, 0.01, 0.02], [0.00, -0.01, 0.00], [-0.06, -0.04, -0.02], [0.03, 0.07, -0.04], [-0.02, 0.07, 0.04], [-0.02, -0.16, -0.29], [0.01, 0.11, 0.23], [0.01, -0.03, 0.01], [0.03, 0.02, 0.00], [0.01, 0.01, 0.00], [-0.01, -0.01, 0.01], [-0.01, -0.05, 0.02], [0.02, -0.01, 0.02], [0.00, -0.01, 0.00], [-0.01, -0.02, -0.01], [0.07, 0.02, 0.00], [0.02, -0.03, -0.08], [0.07, -0.01, 0.31], [0.01, 0.05, -0.22], [-0.01, 0.01, 0.01], [0.00, 0.01, 0.00], [0.00, 0.00, 0.00], [-0.02, -0.01, 0.00], [-0.04, 0.00, 0.01], [-0.02, 0.03, 0.00], [-0.01, 0.00, -0.01], [0.01, 0.03, 0.11], [0.00, 0.02, -0.09], [0.07, -0.02, -0.03], [-0.19, 0.26, 0.01], [0.15, -0.20, 0.00], [-0.02, -0.03, 0.00], [-0.01, -0.02, -0.03], [0.01, -0.01, -0.02], [0.01, 0.00, 0.02], [-0.02, 0.00, 0.04], [-0.01, -0.02, 0.00], [0.00, 0.00, 0.01]], "lowdin_charge": [-0.077, -0.411, -0.107, -0.127, -0.180, -0.456, 0.066, 0.084, -0.137, -0.218, -0.099, -0.620, 0.074, 0.111, 0.095, 0.076, 0.077, 0.056, 0.138, 0.064, 0.079, 0.073, 0.107, 0.107, 0.134, 0.139, 0.095, 0.115, 0.112, 0.118, 0.079, 0.069, 0.037, 0.037, 0.081, 0.068, 0.015, -0.109, -0.257, -0.192, -0.228, 0.158, 0.058, 0.073, 0.024, 0.108, 0.104, 0.115, 0.119, -0.110, -0.261, -0.189, -0.217, 0.164, 0.069, 0.072, 0.077, 0.111, 0.107, 0.118, 0.121, -0.100, -0.252, -0.179, -0.234, 0.162, 0.073, 0.072, 0.069, 0.110, 0.098, 0.090, 0.093, -0.100, -0.243, -0.179, -0.199, 0.166, 0.063, 0.057, 0.081, 0.107, 0.110, 0.121, 0.121, -0.104, -0.256, -0.190, -0.232, 0.158, 0.071, 0.073, 0.051, 0.109, 0.109, 0.117, 0.108, -0.120, -0.263, -0.199, -0.243, 0.142, 0.073, 0.051, 0.069, 0.110, 0.105, 0.115, 0.118, -0.109, -0.260, -0.188, -0.242, 0.165, 0.072, 0.072, 0.077, 0.111, 0.107, 0.116, 0.122, -0.118, -0.257, -0.195, -0.243, 0.142, 0.060, 0.053, 0.081, 0.107, 0.107, 0.116, 0.119], "total_energy_ev": -64747.667, "smiles": "CC(C)C[C@@H]1C(=O)NC[C@H]1CC(N)(N)N.CCCC#N.CCCC#N.CCCC#N.CCCC#N.CCCC#N.CCCC#N.CCCC#N.CCCC#N"}